(1)
57
Properties=species:S:1:pos:R:3:forces:R:3 method="wB97M-V/def2-TZVPD" smiles="CCN(CCCNC(=O)C1CCN(S(=O)(=O)CC)CC1)c1ccccc1" total_charge=0 orbital_gap_ev=7.7
C -1.252 0.543 -5.220 -0.197 0.105 0.149
C -2.206 1.113 -4.167 0.024 -0.182 -0.249
N -1.865 0.734 -2.814 -0.069 0.177 -0.006
C -1.196 1.720 -2.003 0.316 0.004 0.058
C 0.323 1.799 -2.220 -0.204 0.182 0.305
C 0.990 2.701 -1.183 0.036 0.081 -0.322
N 0.870 2.162 0.151 0.230 -0.316 -0.368
C 0.258 2.821 1.154 -0.035 -0.170 0.657
O -0.226 3.928 1.032 -0.212 0.378 -0.027
C 0.214 2.043 2.474 0.007 0.064 -0.195
C -0.668 0.799 2.289 -0.050 -0.012 0.289
C -0.525 -0.172 3.455 -0.592 -0.101 -0.419
N 0.870 -0.537 3.642 0.322 -0.854 -0.527
S 1.462 -1.468 2.364 0.487 -0.038 0.929
O 1.983 -0.672 1.278 0.248 0.040 -0.001
O 0.443 -2.417 2.033 -0.323 -0.265 0.140
C 2.842 -2.351 3.150 -0.562 0.351 -0.320
C 3.268 -3.465 2.216 -0.086 0.001 -0.182
C 1.668 0.619 4.002 0.548 0.441 -0.132
C 1.643 1.715 2.936 0.003 -0.039 0.147
C -1.935 -0.587 -2.414 -0.089 -0.093 0.089
C -1.264 -1.051 -1.275 0.096 0.138 0.080
C -1.380 -2.359 -0.847 -0.059 -0.120 -0.019
C -2.159 -3.262 -1.548 -0.017 -0.150 0.057
C -2.820 -2.828 -2.684 0.017 -0.066 0.026
C -2.714 -1.520 -3.113 -0.044 0.062 -0.149
H -1.578 0.838 -6.214 0.000 -0.003 -0.151
H -1.233 -0.542 -5.165 0.033 -0.097 -0.049
H -0.241 0.909 -5.062 0.110 0.029 0.000
H -3.229 0.796 -4.392 0.023 0.118 -0.023
H -2.189 2.204 -4.220 -0.080 -0.071 0.054
H -1.636 2.698 -2.222 0.001 -0.062 0.072
H -1.403 1.509 -0.951 -0.012 0.070 -0.025
H 0.533 2.197 -3.214 0.035 -0.050 -0.065
H 0.752 0.796 -2.160 0.030 -0.064 -0.092
H 2.050 2.825 -1.430 -0.119 0.095 0.007
H 0.513 3.684 -1.165 0.134 -0.067 -0.026
H 1.247 1.235 0.307 -0.047 0.075 0.132
H -0.258 2.693 3.218 0.030 0.008 -0.167
H -0.380 0.256 1.388 -0.159 0.077 -0.065
H -1.709 1.107 2.180 -0.008 -0.018 -0.084
H -0.885 0.265 4.391 0.077 -0.075 0.011
H -1.072 -1.093 3.252 -0.166 0.157 0.126
H 3.639 -1.634 3.315 0.035 0.116 0.085
H 2.453 -2.722 4.093 -0.025 0.020 0.113
H 2.420 -4.117 2.020 0.036 -0.129 -0.032
H 4.077 -4.049 2.647 0.017 0.036 0.046
H 3.599 -3.042 1.270 0.096 -0.074 -0.096
H 1.272 0.994 4.951 0.064 -0.121 -0.021
H 2.693 0.283 4.170 0.027 0.147 0.147
H 2.106 2.619 3.336 0.027 0.008 -0.021
H 2.243 1.374 2.094 0.005 0.166 0.144
H -0.623 -0.396 -0.708 0.077 0.151 0.031
H -0.845 -2.666 0.040 0.036 -0.013 0.040
H -2.247 -4.286 -1.218 -0.005 -0.085 0.028
H -3.434 -3.516 -3.249 -0.045 -0.031 -0.038
H -3.259 -1.228 -3.996 -0.021 0.071 -0.093

---

(2)
59
Properties=species:S:1:pos:R:3:forces:R:3 method="wB97M-V/def2-TZVPD" smiles="CC(C)CNS(=O)(=O)c1ccc(S(=O)(=O)N2CCN(C3CCCC3)CC2)cc1" total_charge=0 orbital_gap_ev=8.7
C -3.712 -4.032 -1.388 -0.136 0.276 0.125
C -4.414 -2.972 -0.543 0.120 -0.143 0.065
C -5.414 -3.626 0.409 0.160 0.219 -0.197
C -3.365 -2.159 0.231 -0.024 -0.258 -0.518
N -3.892 -1.048 0.993 -0.377 0.759 -0.180
S -4.318 0.330 0.150 0.198 -0.348 0.429
O -4.751 0.036 -1.186 0.361 0.014 -0.017
O -5.186 1.071 1.014 0.132 0.049 0.222
C -2.714 1.123 0.067 -0.413 -0.205 -0.074
C -2.000 1.090 -1.116 0.033 0.034 -0.159
C -0.735 1.658 -1.154 -0.082 -0.002 -0.050
C -0.228 2.244 -0.010 0.452 0.153 0.037
S 1.433 2.925 -0.082 -0.113 -0.407 -0.011
O 1.577 3.684 -1.286 -0.008 -0.160 -0.224
O 1.729 3.556 1.173 -0.132 -0.226 0.093
N 2.290 1.497 -0.276 -0.563 0.757 -0.033
C 2.428 0.740 0.948 -0.059 -0.437 0.495
C 2.944 -0.655 0.598 -0.083 0.235 0.039
N 4.226 -0.526 -0.063 -0.001 0.236 -0.060
C 5.026 -1.733 -0.184 0.130 -0.054 -0.016
C 5.459 -2.277 1.195 -0.107 -0.087 0.002
C 4.789 -3.643 1.337 0.200 -0.060 -0.024
C 4.758 -4.161 -0.098 -0.168 -0.014 0.031
C 4.359 -2.930 -0.908 0.158 0.033 -0.045
C 4.067 0.213 -1.299 -0.101 0.238 0.134
C 3.555 1.614 -0.973 0.384 0.176 -0.541
C -0.949 2.290 1.169 -0.017 0.065 0.090
C -2.212 1.718 1.209 0.026 0.102 0.052
H -4.439 -4.599 -1.963 -0.031 -0.100 -0.074
H -3.014 -3.570 -2.082 0.118 0.002 -0.116
H -3.161 -4.723 -0.753 0.092 -0.132 0.052
H -4.947 -2.282 -1.202 0.056 -0.093 0.049
H -5.984 -2.877 0.954 -0.139 0.007 0.105
H -6.118 -4.236 -0.152 -0.110 -0.059 0.012
H -4.900 -4.266 1.124 0.034 -0.114 0.110
H -2.646 -1.728 -0.469 0.158 -0.208 -0.020
H -2.823 -2.812 0.924 0.041 0.053 -0.081
H -4.609 -1.305 1.653 -0.223 0.199 0.154
H -2.451 0.635 -1.983 0.038 -0.025 -0.139
H -0.138 1.666 -2.052 -0.009 -0.079 -0.174
H 1.447 0.682 1.422 0.057 -0.131 0.113
H 3.127 1.238 1.634 -0.076 -0.081 -0.004
H 3.060 -1.238 1.511 -0.044 -0.019 0.033
H 2.186 -1.140 -0.042 0.042 -0.051 0.087
H 5.918 -1.427 -0.740 -0.066 -0.028 0.033
H 6.542 -2.401 1.210 0.043 0.026 0.038
H 5.195 -1.585 1.992 0.067 0.083 0.040
H 3.770 -3.536 1.712 -0.070 -0.014 0.047
H 5.334 -4.304 2.010 -0.066 -0.037 0.084
H 4.065 -4.991 -0.232 0.052 -0.087 -0.045
H 5.755 -4.494 -0.390 0.054 -0.070 -0.013
H 4.671 -3.000 -1.949 -0.091 0.018 -0.069
H 3.275 -2.816 -0.888 -0.079 0.007 -0.042
H 5.036 0.292 -1.795 -0.028 0.004 -0.013
H 3.357 -0.279 -1.987 0.042 0.025 -0.044
H 3.376 2.196 -1.877 0.161 -0.061 -0.025
H 4.295 2.132 -0.349 0.016 -0.045 -0.081
H -0.511 2.776 2.026 -0.027 0.020 0.143
H -2.819 1.732 2.099 0.018 0.048 0.178

---

What energy relative to the best compared isomer or geometry (same formula, charge and spin) values result from the calculations? In sequence: 34.7; 5.7 kJ/mol.